# 1
{
  "formula": "C11H21ClF5InKN2O3P",
  "method": "ωB97M-V/def2-TZVPD",
  "symbols": ["C", "C", "O", "N", "C", "In", "C", "C", "C", "Cl", "C", "C", "C", "C", "F", "F", "C", "F", "F", "F", "P", "N", "O", "O", "H", "H", "H", "H", "H", "H", "H", "H", "H", "H", "H", "H", "H", "H", "H", "H", "H", "H", "H", "H", "H", "K"],
  "positions_angstrom": [[1.7697, -3.7878, 0.8882], [0.9545, -3.0111, 1.9307], [1.0456, -3.3292, 3.0962], [0.0838, -1.9666, 1.5146], [-1.0197, -2.6061, 0.7607], [1.0337, -0.3790, 0.4498], [0.2998, 1.6336, 1.1607], [0.8665, 2.7090, 0.2057], [0.0332, 4.0022, 0.1570], [0.3305, 4.9685, 1.6460], [0.3435, -0.4486, -1.6784], [-0.8429, 0.5194, -1.9699], [-2.2089, -0.1786, -2.1548], [-3.1795, -0.1213, -0.9798], [-2.5809, 0.0562, 0.2490], [-3.8817, -1.2746, -0.8955], [-4.1866, 1.0490, -1.0786], [-4.8515, 1.1895, 0.0937], [-3.5001, 2.1992, -1.2715], [-5.0580, 0.8870, -2.0551], [3.5654, -0.3014, 0.6681], [4.2108, -1.2559, 1.7301], [4.3020, -0.4747, -0.7840], [4.0315, 1.2730, 0.9445], [1.3595, -4.7964, 0.8267], [1.6743, -3.3220, -0.0942], [2.8082, -3.8395, 1.1963], [-0.7759, -3.6336, 0.4731], [-1.3174, -2.0514, -0.1273], [-1.9073, -2.6795, 1.4018], [0.6996, 1.8421, 2.1716], [-0.8106, 1.6833, 1.1804], [0.9844, 2.3215, -0.8100], [1.8672, 2.9861, 0.5353], [0.2752, 4.6149, -0.7072], [-1.0443, 3.8188, 0.1406], [-0.0216, -1.4629, -1.8604], [1.1618, -0.2963, -2.3786], [-0.6126, 1.0442, -2.8995], [-0.9467, 1.2950, -1.2068], [-2.7271, 0.3070, -2.9863], [-2.0761, -1.2164, -2.4507], [3.4819, -1.7747, 2.2099], [4.8470, 0.2967, -0.9809], [3.5575, 1.5404, 1.7370], [-2.0378, 1.9709, 2.0016]],
  "forces_ev_per_a": [[-0.721, 0.294, -0.121], [-0.076, 0.061, 0.612], [0.223, 0.176, -0.128], [0.141, -0.464, -0.478], [-0.035, 0.126, 0.501], [-0.109, 0.197, -0.571], [0.386, 0.126, -0.528], [-0.437, 0.065, 0.270], [0.353, -0.475, -0.012], [-0.200, 0.029, -0.006], [-0.738, 0.016, 0.543], [0.458, -0.315, -0.183], [0.092, 0.541, -0.059], [0.001, -0.315, -0.519], [0.249, 0.014, -0.060], [-0.143, 0.246, 0.109], [0.179, 0.069, 0.601], [0.063, -0.012, -0.430], [-0.208, -0.180, 0.004], [0.040, 0.060, 0.022], [0.545, -0.647, 0.490], [-0.492, 0.221, -0.257], [-0.225, 0.499, 0.352], [-0.297, -0.254, -0.607], [0.137, -0.073, 0.035], [0.198, -0.088, -0.032], [0.074, 0.011, 0.012], [-0.015, 0.050, -0.241], [0.119, -0.050, -0.126], [0.006, -0.020, -0.040], [-0.537, -0.131, -0.114], [6.888, -1.258, -3.438], [-0.132, 0.099, -0.085], [0.086, -0.041, -0.125], [0.073, 0.156, 0.112], [0.042, -0.040, -0.178], [0.200, -0.076, -0.008], [0.054, 0.153, 0.062], [-0.203, 0.123, 0.012], [0.006, 0.039, -0.010], [-0.098, -0.116, 0.018], [-0.043, -0.118, 0.202], [0.152, -0.085, 0.155], [0.052, -0.001, -0.091], [0.228, 0.154, 0.256], [-6.338, 1.235, 4.083]],
  "homo_lumo_gap_ev": 6.64,
  "spin_multiplicity": 1,
  "e_homo_ev": -7.70
}

***

# 2
{
  "formula": "C11H21GaIO5P2",
  "method": "ωB97M-V/def2-TZVPD",
  "symbols": ["C", "C", "C", "C", "C", "C", "C", "C", "Ga", "P", "O", "I", "H", "H", "H", "H", "H", "H", "H", "H", "H", "H", "H", "H", "C", "O", "P", "O", "O", "C", "O", "C", "H", "H", "H", "H", "H", "H", "H", "H", "H"],
  "positions_angstrom": [[-1.6053, -0.8776, 3.1173], [-0.5913, 0.1727, 2.7354], [0.5575, -0.1834, 2.0326], [1.5198, 0.7432, 1.6832], [1.3257, 2.0761, 2.0142], [0.1896, 2.4649, 2.6989], [-0.7762, 1.5205, 3.0661], [-1.9990, 2.0176, 3.7772], [-3.2880, 2.7286, 2.3251], [-5.0236, 1.1603, 1.8162], [-5.1385, -0.0159, 3.0277], [-4.1976, -0.1149, -0.1521], [-2.5168, -0.7545, 2.5349], [-1.7992, -0.7849, 4.1873], [-1.1606, -1.8630, 2.9693], [0.6943, -1.2232, 1.7485], [2.4261, 0.4735, 1.1555], [2.0485, 2.8391, 1.7483], [0.0070, 3.5053, 2.9385], [-1.7235, 2.8163, 4.4676], [-2.4687, 1.2180, 4.3517], [-3.9044, 4.1667, 2.6645], [-2.4403, 2.8979, 0.9731], [-4.7097, -0.8229, 2.7226], [1.0071, -0.9442, -5.3849], [2.2785, -1.1454, -4.7410], [2.3189, -0.9411, -3.1269], [2.3710, 0.5120, -2.8994], [3.7326, -1.6872, -2.9195], [4.5762, -2.1538, -3.9605], [1.7254, -1.6226, -1.7951], [0.2854, -1.6495, -1.6474], [1.1497, -1.1073, -6.4499], [0.2652, -1.6533, -5.0159], [0.6586, 0.0758, -5.2179], [5.0677, -1.3166, -4.4585], [4.0296, -2.7520, -4.6864], [5.3383, -2.7793, -3.4982], [-0.1624, -2.2371, -2.4509], [-0.1226, -0.6382, -1.6536], [0.0549, -2.1207, -0.6976]],
  "forces_ev_per_a": [[0.790, 0.270, 0.236], [0.197, 0.126, -0.258], [-0.060, -0.278, -0.024], [0.326, 0.322, -0.149], [-0.092, 0.428, 0.209], [0.048, -0.581, -0.161], [-0.483, 0.462, 0.590], [0.094, -0.383, -0.321], [0.927, 0.149, -0.083], [-1.020, 0.426, 0.092], [0.248, -0.081, -0.431], [0.186, -0.167, 0.081], [-0.109, -0.133, 0.114], [-0.390, -0.055, -0.060], [-0.231, -0.077, -0.214], [0.038, -0.027, 0.072], [-0.103, -0.224, -0.072], [0.113, -0.138, -0.098], [0.060, 0.024, -0.001], [-0.102, 0.091, -0.062], [-0.112, 0.093, 0.027], [-0.319, -0.180, 0.201], [-0.096, -0.083, -0.015], [0.093, -0.050, 0.262], [0.010, 0.243, -0.129], [-2.059, -1.418, 0.797], [4.604, 2.098, 1.441], [-0.905, -0.058, -0.294], [-0.220, -0.237, -0.228], [0.170, 0.120, 0.116], [-1.620, -0.965, -1.820], [-0.107, 0.241, 0.077], [0.077, -0.014, 0.018], [-0.006, -0.004, -0.042], [0.011, -0.009, 0.032], [-0.047, -0.017, -0.101], [-0.015, 0.040, -0.044], [-0.021, 0.042, 0.086], [-0.042, -0.037, 0.055], [0.045, 0.011, 0.056], [0.122, 0.034, 0.039]],
  "total_charge": -1,
  "homo_lumo_gap_ev": 5.85,
  "spin_multiplicity": 1,
  "e_homo_ev": -3.80
}

***

# 3
{
  "formula": "C11H21N2Si",
  "method": "ωB97M-V/def2-TZVPD",
  "symbols": ["C", "C", "C", "C", "C", "C", "C", "C", "C", "C", "C", "N", "N", "Si", "H", "H", "H", "H", "H", "H", "H", "H", "H", "H", "H", "H", "H", "H", "H", "H", "H", "H", "H", "H", "H"],
  "positions_angstrom": [[-3.4503, 2.2505, 0.4825], [-2.5756, 2.3499, -0.5926], [-3.6331, 1.0271, 1.1114], [-1.8709, 1.2445, -1.0118], [-2.9218, -0.0850, 0.7096], [-1.9951, 0.0055, -0.3465], [0.0045, -3.1251, -0.9874], [-1.1090, -2.5489, 1.0838], [4.3022, 1.6159, 0.0059], [2.2609, 1.2715, -1.2074], [-1.1798, -1.0581, -0.8381], [-0.8060, -2.1702, -0.2729], [2.9317, 1.1767, 0.0603], [2.3074, 0.2644, 1.3782], [-4.0013, 3.1158, 0.8142], [-2.4556, 3.2911, -1.1053], [-4.3422, 0.9374, 1.9191], [-1.1945, 1.3276, -1.8494], [-3.1403, -1.0284, 1.1783], [0.9780, -3.2198, -0.5031], [-0.4804, -4.1029, -0.9722], [0.1536, -2.8251, -2.0215], [-1.1740, -1.6687, 1.7196], [-2.0484, -3.1037, 1.1297], [-0.3190, -3.1947, 1.4628], [4.7478, 1.5653, 0.9957], [4.8920, 0.9966, -0.6780], [4.3487, 2.6493, -0.3484], [1.2109, 1.0185, -1.0829], [2.3366, 2.2899, -1.5962], [2.7048, 0.5954, -1.9481], [-0.7824, -0.8974, -1.8351], [0.8493, 0.4715, 1.3318], [2.9427, 0.7576, 2.5870], [2.5086, -1.1937, 1.2269]],
  "forces_ev_per_a": [[0.163, -0.156, -0.137], [-0.082, 0.121, 0.070], [-0.024, -0.043, 0.056], [0.148, -0.423, 0.080], [0.087, -0.044, -0.157], [-0.545, 0.625, 0.371], [0.595, -0.645, -0.531], [-0.286, -0.125, 0.883], [0.166, 0.006, -0.048], [0.133, -0.115, -0.002], [0.384, -0.558, 0.005], [-0.336, 1.088, -0.511], [-0.335, -0.102, 0.467], [0.175, 0.343, -0.933], [-0.070, 0.096, 0.025], [0.037, 0.075, -0.051], [-0.074, -0.013, 0.064], [0.074, 0.017, -0.116], [0.031, -0.093, 0.094], [-0.062, 0.057, 0.043], [-0.030, 0.085, 0.017], [-0.070, 0.069, 0.038], [0.027, -0.009, -0.041], [0.023, 0.033, -0.035], [0.030, 0.052, -0.121], [0.144, 0.053, 0.048], [0.133, 0.009, 0.005], [0.091, 0.039, 0.029], [-0.215, 0.015, -0.089], [-0.093, 0.041, -0.088], [-0.059, -0.013, -0.140], [0.067, -0.146, -0.016], [-0.315, -0.032, 0.149], [0.085, -0.014, 0.425], [0.003, -0.293, 0.145]],
  "de_lowest_kj_mol": 0.0,
  "total_charge": 1,
  "homo_lumo_gap_ev": 6.60,
  "spin_multiplicity": 1,
  "e_homo_ev": -11.14
}

***

# 4
{
  "formula": "C11H21N3",
  "method": "ωB97M-V/def2-TZVPD",
  "symbols": ["N", "C", "C", "C", "C", "C", "N", "C", "C", "C", "C", "C", "C", "H", "H", "H", "H", "H", "H", "H", "H", "H", "H", "H", "H", "H", "H", "H", "H", "H", "N", "H", "H", "H", "H"],
  "positions_angstrom": [[2.6205, -1.1150, 0.3968], [2.1871, -0.3844, -0.8696], [2.6245, 1.1990, -0.9170], [2.3096, 2.0415, 0.4541], [0.9064, 1.6433, 1.2067], [-0.3800, 2.4097, 0.5150], [-0.7816, 1.6101, -0.7047], [-2.1978, 1.0867, -0.6123], [-3.0702, 1.0531, -2.0335], [-4.6152, 0.4737, -2.1496], [-5.3799, -0.0626, -0.8022], [-4.5181, -0.0268, 0.6095], [-2.9458, 0.5100, 0.7277], [2.4632, -2.1298, 0.2109], [3.6446, -0.9918, 0.5673], [2.7552, -0.9260, -1.7668], [1.0329, -0.4276, -1.0776], [2.2102, 1.7186, -1.9082], [3.8105, 1.2128, -1.0503], [3.2595, 1.9709, 1.1733], [2.2094, 3.1869, 0.1409], [0.7460, 0.4814, 1.3576], [0.9878, 2.0894, 2.3108], [-1.2506, 2.6624, 1.2549], [0.0400, 3.4615, 0.1377], [-2.5925, 1.4583, -3.0420], [-5.1730, 0.4431, -3.1963], [-6.4979, -0.4733, -0.8495], [-5.0818, -0.4146, 1.5860], [-2.3337, 0.5149, 1.7485], [2.6021, -4.8551, 1.3164], [3.3065, -4.6962, 0.5864], [1.6817, -4.5538, 0.9753], [2.5704, -5.8544, 1.5497], [2.8499, -4.3157, 2.1542]],
  "forces_ev_per_a": [[0.089, -0.174, -0.591], [0.409, 0.655, -1.871], [1.173, -0.281, -0.024], [-0.202, 0.341, -0.352], [0.052, 1.095, 1.482], [0.833, -0.625, -0.677], [-5.176, -0.523, 1.457], [0.059, 0.049, -0.675], [-2.727, -1.626, 1.612], [2.433, 0.140, 3.636], [3.986, 1.287, 0.255], [1.323, 1.045, -2.629], [-2.477, -0.039, -2.986], [0.271, 1.073, 0.093], [-1.169, -0.035, -0.446], [-1.343, 1.295, 1.451], [2.147, -0.059, 0.873], [0.523, -1.338, 2.401], [-2.338, -0.018, 0.239], [-2.168, -0.020, -1.443], [0.300, -2.430, 0.741], [0.302, 2.457, -0.685], [0.029, -0.883, -2.106], [1.590, -0.740, -1.099], [-0.797, -1.998, 0.786], [-0.934, -0.936, 2.555], [1.363, 0.175, 2.463], [2.820, 1.028, 0.232], [1.465, 0.931, -2.295], [-1.714, -0.078, -2.381], [0.032, -0.083, 0.031], [-0.091, 0.045, 0.059], [0.018, 0.075, 0.025], [-0.013, 0.139, -0.036], [-0.069, 0.055, -0.097]],
  "de_lowest_kj_mol": 1408.2,
  "homo_lumo_gap_ev": 1.78,
  "spin_multiplicity": 1,
  "e_homo_ev": -4.40
}

***

# 5
{
  "formula": "C11H21N3O4",
  "method": "ωB97M-V/def2-TZVPD",
  "symbols": ["C", "C", "C", "C", "C", "N", "C", "O", "C", "N", "C", "C", "C", "N", "O", "C", "O", "O", "H", "H", "H", "H", "H", "H", "H", "H", "H", "H", "H", "H", "H", "H", "H", "H", "H", "H", "H", "H", "H"],
  "positions_angstrom": [[4.1939, 2.7318, -0.0140], [3.4971, 1.4321, -0.5705], [2.2955, 0.7103, 0.0986], [2.4179, 0.0658, 1.5219], [2.0649, -0.5721, -0.9045], [0.6454, -1.0903, -0.7290], [-0.5853, -0.2191, -0.7991], [-0.6560, 1.1050, -1.1260], [-1.6157, -0.9031, -0.3379], [-1.4505, -1.6681, 0.9794], [-2.9259, -0.0675, -0.2827], [-4.1429, -0.7290, 0.2813], [-5.5007, -0.0792, -0.2768], [-5.8442, 1.2668, 0.0346], [-6.2289, -0.6894, -1.0297], [3.1081, -1.6404, -0.8094], [4.3192, -1.7837, -1.1049], [2.7265, -2.6365, 0.1421], [4.5226, 2.6860, 1.0333], [5.1688, 2.8453, -0.5993], [3.4247, 3.7610, -0.0545], [4.3836, 0.7707, -0.4202], [3.3443, 1.7867, -1.6058], [1.3830, 1.3004, 0.1317], [3.1767, -0.7130, 1.8349], [1.4761, -0.3370, 1.8743], [2.3686, 0.8184, 2.4496], [2.1260, -0.2465, -1.9987], [0.6246, -1.9838, -0.2168], [-2.0903, -1.6688, -0.8747], [-2.4050, -2.0961, 1.0946], [-1.0750, -0.9691, 1.7912], [-3.0852, 0.1530, -1.3960], [-2.7405, 0.8705, 0.2694], [-4.2711, -1.8154, -0.0566], [-4.1813, -0.8015, 1.3704], [-5.2796, 2.0828, 0.6441], [-6.7432, 1.5698, -0.4672], [3.5540, -3.2468, 0.1229]],
  "forces_ev_per_a": [[-1.690, 2.338, 0.252], [1.906, 1.169, 1.650], [1.220, -1.960, -0.400], [0.210, 1.748, 3.109], [-2.342, 1.943, -2.004], [-0.328, 2.385, -0.460], [9.196, 7.028, -2.965], [1.180, -7.523, 1.362], [-8.829, -3.451, 5.529], [1.137, 1.911, 0.784], [0.669, 1.845, -1.458], [-2.364, -1.472, -0.734], [0.704, 1.370, 0.405], [0.524, 1.818, 0.889], [0.343, -0.036, 0.439], [3.831, -3.249, 3.529], [-3.861, 1.947, -0.831], [1.165, -0.235, -1.611], [-0.314, -0.236, -0.139], [-1.602, 0.334, 0.492], [2.461, -2.881, -0.192], [-0.824, -0.201, -1.055], [-0.348, -1.263, 0.228], [-0.017, -0.054, -0.523], [-0.485, 1.078, -1.078], [-0.584, -0.833, -0.966], [1.031, -0.660, -2.236], [-0.026, 0.095, 1.485], [-0.744, 0.825, -0.248], [0.706, -1.529, -1.951], [1.600, 0.862, 0.831], [-1.887, -2.276, -2.361], [-0.124, 0.229, 1.597], [-0.059, -0.156, -0.506], [0.276, 1.332, 0.165], [0.107, 0.444, 0.023], [-1.968, -3.567, -2.399], [2.105, -0.528, 1.200], [-1.975, 1.409, 0.149]],
  "de_lowest_kj_mol": 662.6,
  "homo_lumo_gap_ev": 9.90,
  "spin_multiplicity": 1,
  "e_homo_ev": -9.71
}

***

# 6
{
  "formula": "C11H21N3O4",
  "method": "ωB97M-V/def2-TZVPD",
  "symbols": ["C", "C", "C", "C", "C", "N", "C", "O", "C", "N", "C", "C", "C", "N", "O", "C", "O", "O", "H", "H", "H", "H", "H", "H", "H", "H", "H", "H", "H", "H", "H", "H", "H", "H", "H", "H", "H", "H", "H"],
  "positions_angstrom": [[2.6419, 0.8846, 0.8786], [2.2173, 2.3420, 0.9134], [2.0617, 2.9359, 2.3030], [0.9293, 2.6233, 0.1296], [-0.3514, 2.1156, 0.7883], [-0.4002, 0.6948, 1.0919], [-0.4893, -0.2525, 0.1224], [-0.0270, -0.0636, -0.9811], [-1.1186, -1.6083, 0.5662], [-2.2264, -1.3651, 1.4241], [-1.4498, -2.5082, -0.6327], [-0.2958, -2.9252, -1.5609], [-0.7195, -4.1090, -2.4549], [0.1093, -4.2541, -3.5731], [-1.6400, -4.8401, -2.2417], [-1.5523, 2.5209, -0.0332], [-2.4719, 1.7240, -0.1986], [-1.5073, 3.7369, -0.5637], [3.7223, 0.8083, 1.1532], [2.0149, 0.2771, 1.6178], [2.6661, 0.4846, -0.1730], [2.9878, 2.9016, 0.3878], [1.7288, 3.9815, 2.1936], [1.3562, 2.3152, 2.8830], [2.9339, 2.8448, 2.9675], [0.8234, 3.7282, 0.1256], [0.9723, 2.3317, -0.9065], [-0.4597, 2.6774, 1.7689], [-0.8769, 0.4815, 1.9697], [-0.3515, -2.1366, 1.1799], [-2.8600, -0.6612, 1.0082], [-2.7906, -2.2474, 1.5564], [-1.9236, -3.3895, -0.2166], [-2.2060, -2.0330, -1.1951], [0.5155, -3.3752, -0.9461], [-0.0206, -2.0402, -2.1735], [0.7050, -3.5343, -3.8258], [-0.2354, -4.8876, -4.3303], [-2.4119, 3.8212, -1.0223]],
  "forces_ev_per_a": [[0.729, -0.957, 0.375], [-0.109, -0.021, -0.502], [0.042, -0.671, 0.725], [0.023, 1.140, 0.536], [0.417, 0.705, 0.783], [-0.677, 0.442, 1.230], [0.188, -0.598, 0.362], [-0.179, 0.005, -0.531], [1.715, -0.203, -0.738], [-2.298, -0.294, 0.658], [0.893, -0.300, 0.476], [-0.601, -0.471, 0.318], [1.483, 1.413, -1.185], [-2.309, -2.386, 0.131], [-0.840, -0.761, 0.322], [-1.134, -2.436, -0.045], [0.664, 1.663, -0.056], [-2.123, 0.226, -0.820], [-0.768, 0.044, 0.296], [0.979, 0.517, -1.354], [-0.693, 0.181, 1.058], [0.189, 0.190, -0.084], [0.094, -0.392, 0.501], [-0.305, 0.510, -0.296], [0.223, 0.415, -0.647], [0.002, -0.466, -0.131], [0.165, -0.422, -0.281], [0.082, -0.739, -0.992], [0.087, -0.121, -0.581], [-0.127, 0.328, -0.385], [0.378, -0.583, 0.239], [0.875, 1.381, -0.138], [0.014, -0.385, 0.044], [-0.920, 0.698, -0.845], [-0.015, 0.804, -0.419], [0.392, -0.834, 0.536], [1.140, 1.430, -0.495], [0.561, 0.918, 1.208], [1.765, 0.030, 0.728]],
  "de_lowest_kj_mol": 87.1,
  "homo_lumo_gap_ev": 9.98,
  "spin_multiplicity": 1,
  "e_homo_ev": -9.43
}